Formula: C4H9N3O
Source: OMol25
Level of theory: wB97M-V/def2-TZVPD

Each line ends with the natural charge from an NBO analysis.
Atoms and positions in Å:
C 1.469592 -0.845461 -0.280949  -0.47
C 0.738643 2.078306 0.182604  -0.64
N -1.345970 -0.870245 -0.430249  -0.24
C -1.483617 0.797291 0.084400  0.56
C -0.165795 0.965973 -0.226600  -0.17
N -1.380221 -1.929360 0.474387  -0.61
N 0.267432 -0.233270 -0.839789  -0.22
O -2.548541 1.287104 0.367997  -0.62
H -2.026589 -1.016114 -1.181714  0.40
H -0.925582 -1.640740 1.338122  0.37
H -0.896405 -2.737135 0.084617  0.36
H 1.434514 -0.967011 0.810409  0.17
H 2.327573 -0.203102 -0.509234  0.24
H 1.629171 -1.820355 -0.745668  0.21
H 1.429033 1.781715 0.979547  0.20
H 0.134682 2.911209 0.548917  0.24
H 1.342079 2.441193 -0.656796  0.21

Cartesian forces, eV/Å:
C -0.8 -0.6 0.5
C 0.0 0.0 -0.3
N 1.9 0.8 0.6
C 0.2 0.6 0.0
C -0.9 0.2 1.1
N 0.1 0.3 -0.3
N -1.3 -0.7 -1.1
O 0.4 -0.5 0.1
H 0.8 -0.3 -0.4
H -0.1 0.1 -0.1
H -0.1 0.1 0.1
H 0.0 0.0 0.1
H -0.3 0.0 -0.2
H 0.1 0.1 0.0
H 0.0 0.0 0.0
H 0.1 -0.1 0.0
H 0.0 0.0 0.0

Energy above the lowest of the compared OMol25 structures with the same formula, charge and spin, kcal per mole: 125.47
HOMO-LUMO gap, Ha: 0.275

Formula: C19H15F10IN4OPt
Source: OMol25
Level of theory: wB97M-V/def2-TZVPD

Each line ends with the natural charge from an NBO analysis.
Atoms and positions in Å:
Pt 0.012698 -1.151860 0.225267  0.93
C 0.133254 0.339521 2.810117  -0.43
N 0.004923 -1.010887 2.245928  -0.35
C 1.200739 -1.859241 2.550145  -0.23
C 2.408498 -1.395664 1.757238  -0.23
N 1.989384 -1.216362 0.379152  -0.70
C 2.858064 -0.827132 -0.597676  0.13
C 4.228139 -0.575862 -0.491471  0.24
F 4.882640 -0.737480 0.680507  -0.32
C 4.996680 -0.154630 -1.566341  0.29
F 6.300067 0.069996 -1.379013  -0.29
C 4.436488 0.037020 -2.812257  0.23
F 5.173529 0.454359 -3.847234  -0.29
C 3.083290 -0.212217 -2.958672  0.29
F 2.495123 -0.047830 -4.144174  -0.29
C 2.339615 -0.631161 -1.878622  0.26
F 1.021857 -0.871613 -2.083428  -0.31
C -1.322898 -1.626793 2.560146  -0.22
C -2.398548 -1.000211 1.701721  -0.23
N -1.968220 -1.133330 0.322983  -0.70
C -2.851129 -0.893333 -0.708505  0.06
C -2.514439 -1.304811 -1.998415  0.33
F -1.346020 -1.935808 -2.213257  -0.31
C -3.332305 -1.126879 -3.093920  0.27
F -2.935723 -1.563458 -4.290890  -0.29
C -4.563044 -0.513734 -2.952574  0.23
F -5.362445 -0.335192 -4.009398  -0.29
C -4.935242 -0.087516 -1.695947  0.28
F -6.107174 0.529829 -1.519308  -0.29
C -4.094494 -0.268107 -0.608775  0.26
F -4.526954 0.236574 0.567056  -0.32
H 0.157903 0.269604 3.901408  0.20
H -0.704564 0.957920 2.498666  0.23
H 1.046686 0.806953 2.451364  0.22
H 0.928188 -2.881768 2.299909  0.22
H 1.450938 -1.817364 3.617583  0.20
H 3.192139 -2.146652 1.893927  0.21
H 2.807510 -0.464546 2.179589  0.18
H -1.580830 -1.485457 3.616682  0.20
H -1.227775 -2.692821 2.363741  0.22
H -2.537881 0.052018 1.982599  0.18
H -3.346536 -1.501063 1.916331  0.21
N 1.438703 3.363895 0.054399  -0.82
C 0.183193 2.929000 -0.225015  0.64
O -0.055598 1.783137 -0.548001  -0.61
C -0.933585 3.938543 -0.110734  -0.61
I -1.446579 4.266286 1.927531  0.10
H 2.195674 2.705885 -0.021055  0.41
H 1.622033 4.301718 0.361146  0.40
H -1.810849 3.517399 -0.584936  0.26
H -0.685112 4.911132 -0.525508  0.24

Cartesian forces, eV/Å:
Pt 0.3 0.7 -0.6
C 0.0 0.2 -0.1
N -0.1 -0.7 -1.0
C 0.0 0.1 0.7
C 0.1 0.2 -0.1
N 1.2 -0.3 0.0
C -0.6 -0.1 0.7
C 0.4 0.1 -0.1
F -0.1 0.0 0.1
C 0.0 -0.1 0.1
F 0.0 0.0 0.0
C 0.0 0.0 0.0
F 0.0 0.0 0.0
C -0.2 -0.1 0.0
F 0.0 0.0 0.0
C 0.1 0.2 -0.5
F -0.3 -0.1 0.2
C 0.0 0.0 0.8
C 0.0 0.2 -0.2
N -1.4 -0.2 -0.3
C 0.8 -0.1 0.9
C -0.2 0.0 -0.6
F 0.2 0.0 0.2
C 0.1 0.0 0.1
F 0.0 0.0 0.0
C 0.0 0.0 -0.1
F 0.0 0.0 0.0
C 0.0 0.0 0.1
F 0.0 0.0 0.0
C -0.4 0.2 -0.1
F 0.0 0.0 0.1
H 0.0 0.0 0.0
H 0.0 0.0 0.0
H 0.0 0.0 0.0
H 0.0 0.0 -0.1
H -0.2 0.0 0.0
H 0.0 0.0 -0.1
H 0.0 0.0 0.1
H 0.2 0.0 0.1
H -0.1 0.0 -0.1
H 0.0 0.0 0.2
H 0.0 -0.1 -0.1
N -0.2 0.0 0.0
C 0.1 -0.1 0.1
O 0.0 0.0 -0.1
C 0.0 0.0 -0.1
I 0.0 0.0 0.2
H 0.0 0.0 0.0
H 0.0 0.0 0.0
H 0.0 0.0 0.0
H 0.0 0.0 0.0

HOMO-LUMO gap, Ha: 0.242

Formula: C20H18CaF3O3
Source: OMol25
Level of theory: wB97M-V/def2-TZVPD

Each line ends with the natural charge from an NBO analysis.
Atoms and positions in Å:
C 0.523092 -2.102066 1.346389  -0.36
C -0.744322 -2.646526 0.969250  -0.35
C -0.698142 -2.907164 -0.437355  -0.38
H -1.571101 -2.894596 1.618816  0.22
C 0.587224 -2.505736 -0.925465  -0.34
C 1.341116 -2.010670 0.184427  -0.43
H 2.377339 -1.660548 0.151132  0.20
H 0.844486 -1.909245 2.367034  0.21
H -1.507906 -3.349286 -1.029391  0.20
H 0.923101 -2.547246 -1.959296  0.21
C -0.838931 2.927467 0.117243  -0.43
C -0.616211 2.443814 1.433506  -0.16
C 0.687909 1.859415 1.478049  -0.20
H -1.280777 2.538724 2.272798  0.27
C 1.272447 2.009175 0.191729  -0.42
C 0.341301 2.675918 -0.646996  -0.16
H 0.508359 3.011407 -1.676001  0.22
H -1.749463 3.433601 -0.217881  0.22
H 1.172905 1.492261 2.379633  0.24
H 2.306234 1.760024 -0.064820  0.23
Ca -0.654679 -0.092333 -0.308620  1.82
O -0.829083 -0.556102 -2.367926  -1.04
C -1.256303 -0.797500 -3.689811  -0.09
C -0.363523 -1.130929 -4.873033  -0.09
H -1.891744 -1.717761 -3.611444  0.16
H -1.848718 0.089579 -3.990877  0.13
H 0.000719 -2.169439 -4.873018  0.18
H 0.939055 -1.938490 -7.049614  0.20
C 0.617299 -0.902295 -7.117322  -0.19
C -0.115368 -0.348748 -6.001509  -0.11
C -0.520552 1.043017 -6.132739  -0.20
H -1.058218 1.523915 -5.307667  0.22
C -0.212807 1.769614 -7.279456  -0.23
H -0.569646 2.803802 -7.376060  0.21
C 0.498070 1.181306 -8.339029  -0.24
H 0.688864 1.765771 -9.255261  0.20
C 0.922091 -0.152951 -8.243167  -0.22
H 1.460220 -0.618958 -9.075590  0.20
F -1.876554 -0.545678 5.693030  -0.33
C -1.638910 -1.056592 4.457369  0.88
F -0.466701 -1.770799 4.543977  -0.34
F -2.640371 -1.940638 4.201283  -0.33
C -1.510322 0.041169 3.334952  0.69
O -1.370766 1.192510 3.779410  -0.70
O -1.551214 -0.353092 2.121421  -0.79

Cartesian forces, eV/Å:
C -0.2 -0.4 -0.2
C 1.0 -0.4 -1.2
C 0.3 0.3 0.7
H 0.1 0.2 0.0
C 0.2 0.0 0.8
C -0.5 -0.2 -0.5
H -0.4 -0.1 0.0
H -0.1 0.1 -0.3
H 0.4 0.3 0.2
H -0.1 0.0 0.3
C -0.3 -0.4 1.1
C -1.1 1.3 -2.0
C 1.6 0.0 -1.3
H 0.0 -0.1 0.0
C 0.5 -0.5 1.3
C -0.3 0.2 0.0
H 0.0 -0.3 0.5
H 0.5 -0.2 0.1
H -0.2 -0.1 -0.3
H -0.6 0.0 0.0
Ca 0.3 -1.3 0.6
O 0.4 0.7 -1.4
C -0.8 0.2 0.9
C 0.3 -0.6 1.1
H -0.2 0.6 -0.4
H -0.3 -0.5 -0.1
H 0.1 0.5 -0.1
H 0.0 0.1 0.0
C -0.2 0.4 0.3
C 0.3 0.9 -0.8
C 0.3 -0.5 0.0
H 0.2 -0.2 -0.4
C -0.2 -0.3 0.1
H 0.2 -0.4 0.1
C 0.0 0.3 -0.3
H 0.0 -0.4 0.6
C -0.2 0.0 0.1
H -0.2 0.2 0.3
F 0.2 -0.3 -0.8
C 0.2 -0.5 -0.1
F -0.9 0.4 0.0
F 0.6 0.3 0.2
C -0.2 0.8 -1.0
O -0.1 -0.9 0.2
O -0.3 0.8 1.7

Total charge: -1
HOMO-LUMO gap (spin up / spin down), Ha: 0.212 / 0.126